# 1
Here is 8 unconnected molecules or ions with the total composition C26H65BBr2F3N4O8S7 from OMol25. Energies are from ωB97M-V/def2-TZVPD.

Structure (ORCA input):
```
! RIJCOSX wB97M-V def2-TZVPD def2/J DEFGRID3
* xyz 1 1
C 6.196 -3.044 4.243
B 4.691 -3.491 4.189
O 4.120 -4.155 5.215
C 3.718 -3.222 2.930
C 3.121 -1.817 2.956
C 4.119 -0.644 2.969
C 3.851 0.500 1.991
F 2.928 1.340 2.520
Br 5.519 1.507 1.803
C 3.368 0.106 0.568
F 3.673 1.029 -0.336
F 3.995 -1.034 0.207
Br 1.452 -0.154 0.489
N 4.462 -3.592 1.685
C 4.222 -4.858 1.403
N 4.737 -5.494 0.300
N 3.378 -5.416 2.262
C 2.587 -4.294 2.850
C 1.459 -3.946 1.869
C 0.321 -3.115 2.486
C -1.082 -3.723 2.394
C -1.807 -3.202 1.162
N -1.873 -1.740 1.188
H 6.336 -2.332 5.061
H 6.838 -3.904 4.449
H 6.581 -2.565 3.342
H 4.651 -4.160 6.019
H 2.538 -1.791 3.879
H 2.405 -1.706 2.152
H 4.080 -0.153 3.942
H 5.144 -0.978 2.837
H 5.393 -3.235 1.512
H 5.464 -6.185 0.350
H 4.451 -5.164 -0.606
H 2.885 -6.226 1.906
H 2.153 -4.544 3.814
H 1.049 -4.885 1.485
H 1.882 -3.395 1.026
H 0.550 -2.870 3.525
H 0.271 -2.166 1.954
H -1.077 -4.816 2.373
H -1.651 -3.413 3.274
H -1.249 -3.497 0.266
H -2.807 -3.646 1.106
H -2.280 -1.423 2.066
H -2.497 -1.418 0.458
C -4.448 1.244 2.747
S -4.572 0.461 4.349
O -3.648 -0.718 4.301
C -6.236 -0.181 4.150
H -3.453 1.676 2.679
H -4.592 0.481 1.980
H -5.179 2.045 2.660
H -6.279 -0.832 3.277
H -6.927 0.655 4.044
H -6.483 -0.750 5.043
C 2.801 -0.139 -3.526
S 1.979 1.185 -4.423
O 0.519 0.958 -4.227
C 2.380 0.614 -6.071
H 2.600 0.040 -2.470
H 2.383 -1.096 -3.837
H 3.874 -0.099 -3.714
H 2.007 -0.399 -6.213
H 3.457 0.647 -6.221
H 1.897 1.283 -6.780
C -6.106 -6.557 3.860
S -5.682 -4.999 3.073
O -6.959 -4.298 2.799
C -5.153 -5.722 1.513
H -6.515 -6.322 4.841
H -6.854 -7.072 3.258
H -5.209 -7.166 3.971
H -5.972 -6.303 1.090
H -4.278 -6.350 1.681
H -4.897 -4.901 0.845
C -4.423 5.274 0.461
S -3.386 5.138 1.913
O -4.099 4.249 2.881
C -3.610 6.822 2.469
H -4.442 4.298 -0.019
H -5.428 5.562 0.771
H -3.989 6.019 -0.205
H -4.673 7.011 2.621
H -3.195 7.477 1.703
H -3.075 6.935 3.410
C -3.269 8.938 -2.868
S -2.245 8.922 -1.397
O -2.961 8.074 -0.401
C -2.547 10.623 -0.914
H -3.247 7.934 -3.286
H -4.288 9.209 -2.593
H -2.856 9.646 -3.586
H -3.617 10.774 -0.780
H -2.152 11.290 -1.680
H -2.024 10.792 0.025
C 5.934 -1.779 -8.016
S 5.066 -0.443 -8.848
O 3.616 -0.652 -8.596
C 5.391 -1.011 -10.517
H 5.807 -1.632 -6.946
H 5.499 -2.732 -8.317
H 6.993 -1.737 -8.270
H 4.992 -2.018 -10.636
H 6.464 -0.990 -10.705
H 4.886 -0.327 -11.195
C -1.692 4.942 -3.162
S -2.821 3.707 -2.510
O -3.389 4.268 -1.254
C -1.553 2.529 -2.047
H -2.288 5.797 -3.475
H -0.997 5.240 -2.377
H -1.160 4.527 -4.018
H -0.868 3.001 -1.342
H -1.023 2.185 -2.936
H -2.051 1.685 -1.572
*
```

Calculated values
Calculated total energy: -275107.2174 eV
HOMO-LUMO gap: 6.22 eV

Löwdin population analysis, charges in e, atoms 1 to 8: 0.018 -0.461 0.192 -0.249 -0.106 -0.158 -0.806 -0.015

=====

# 2
Here is a molecular structure, C16H20B2F4N8Pb from OMol25. Energies are from ωB97M-V/def2-TZVPD.

Structure (ORCA input):
```
! RIJCOSX wB97M-V def2-TZVPD def2/J DEFGRID3
* xyz 3 2
Pb -2.602 0.073 -1.264
C -3.833 -0.915 1.986
C -2.394 -1.284 1.694
C -1.471 -1.930 2.717
C -0.159 -1.776 2.177
N -0.243 -1.144 1.040
N -1.651 -0.869 0.729
B 0.703 -0.653 -0.129
N 0.423 0.948 -0.137
C 0.989 1.988 0.476
C 0.423 3.158 0.087
C -0.605 2.738 -0.927
C -1.620 3.658 -1.525
N -0.513 1.483 -1.221
N 0.475 -1.314 -1.414
C 1.108 -2.238 -2.150
C 0.393 -2.601 -3.273
C -0.820 -1.888 -3.123
C -2.028 -2.073 -3.968
N -0.764 -1.155 -2.040
N 2.201 -0.629 0.179
C 3.194 -0.336 -0.781
C 4.331 -0.189 -0.114
C 4.090 -0.423 1.192
C 4.944 -0.350 2.329
N 2.689 -0.702 1.374
H -4.547 -1.504 1.395
H -3.715 0.143 1.842
H -3.930 -1.084 3.095
H -1.731 -2.162 3.702
H 0.834 -2.047 2.622
H 1.561 1.776 1.401
H 0.751 4.195 0.330
H -1.269 4.584 -1.753
H -2.624 3.624 -0.952
H -1.900 3.237 -2.480
H 2.158 -2.422 -1.890
H 0.672 -3.312 -4.007
H -1.771 -2.322 -5.028
H -2.565 -1.136 -3.877
H -2.582 -2.875 -3.532
H 2.979 -0.228 -1.808
H 5.265 0.156 -0.619
H 5.842 0.243 2.118
H 5.478 -1.192 2.892
H 4.368 -0.049 3.238
F -1.510 3.408 1.670
B -2.142 2.218 1.956
F -3.117 2.244 2.849
F -2.681 1.704 0.624
F -1.082 1.226 2.299
*
```

Calculated values
Relative energy (zero: lowest compared OMol25 entry of this formula, charge and spin): 1.544 eV
Calculated total energy: -46282.1309 eV
HOMO-LUMO gap (spin up / spin down): 6.16 / 5.95 eV

Löwdin population analysis, charges in e, atoms 1 to 8: 1.586 0.050 -0.239 0.235 0.051 0.130 -0.003 -0.641

=====

# 3
Here is a single C3H4OS molecule from OMol25. Energies are from ωB97M-V/def2-TZVPD.

Structure (ORCA input):
```
! RIJCOSX wB97M-V def2-TZVPD def2/J DEFGRID3
* xyz 0 1
C 0.676 0.348 0.023
C -0.761 0.027 -0.346
C 1.729 -0.294 0.708
O -3.229 -0.352 -0.843
S -2.278 0.738 -0.746
H 0.915 1.352 -0.419
H -0.903 -0.999 -0.408
H 1.398 -1.285 1.156
H 2.452 0.465 0.876
*
```

Calculated values
Relative energy (zero: lowest compared OMol25 entry of this formula, charge and spin): 3.073 eV
Calculated total energy: -16055.0371 eV
HOMO-LUMO gap: 7.86 eV

Löwdin population analysis, charges in e, atoms 1 to 8: -0.222 -0.348 0.022 -0.583 0.899 0.089 0.022 0.085

=====

# 4
Here is a molecular structure, C49H46BF10IN4O6ScTe from OMol25. Energies are from ωB97M-V/def2-TZVPD.

Structure (ORCA input):
```
! RIJCOSX wB97M-V def2-TZVPD def2/J DEFGRID3
* xyz -2 2
Sc -0.170 -1.541 1.634
F -0.260 -3.072 5.356
B -0.110 -1.733 5.079
F 1.185 -1.294 5.205
F -1.016 -0.935 5.737
F -0.450 -1.585 3.579
N 3.381 -2.009 0.252
C 2.909 -1.126 1.167
O 1.857 -1.414 1.840
C 3.622 0.098 1.350
I 5.668 -0.234 2.686
H 2.876 -2.888 0.158
H 4.325 -1.939 -0.081
H 3.103 0.834 1.946
H 4.086 0.504 0.461
C 2.306 -3.031 -6.755
C 1.224 -2.197 -6.503
C 0.757 -2.014 -5.215
C 1.342 -2.692 -4.136
C 2.451 -3.502 -4.405
C 2.926 -3.674 -5.693
C 0.962 -2.496 -2.740
C -0.149 -1.981 -2.187
C -1.484 -1.823 -2.779
C -1.950 -2.719 -3.748
C -3.198 -2.554 -4.317
C -4.030 -1.522 -3.900
C -3.601 -0.664 -2.900
C -2.343 -0.816 -2.339
H 2.683 -3.157 -7.762
H 0.752 -1.675 -7.326
H -0.052 -1.322 -5.033
H 2.933 -4.004 -3.573
H 3.794 -4.296 -5.871
H 1.745 -2.720 -2.023
H -1.318 -3.547 -4.038
H -3.527 -3.242 -5.087
H -5.012 -1.407 -4.342
H -4.248 0.130 -2.550
H -2.039 -0.149 -1.544
F -3.187 -0.418 0.814
C -2.440 -1.522 1.232
F -2.659 -2.439 0.190
C -3.250 -2.103 2.385
F -3.333 -1.228 3.398
F -4.524 -2.463 2.086
F -2.651 -3.222 2.846
C -5.082 7.593 1.704
C -4.236 6.351 1.592
C -3.457 5.907 2.648
C -2.675 4.758 2.551
C -1.890 4.318 3.756
C -2.650 4.020 1.356
Te -1.440 2.191 1.169
N 0.141 0.195 0.587
C 0.315 -0.186 -0.578
O -0.054 -1.555 -0.870
C 0.875 0.616 -1.711
C 2.179 0.390 -2.149
C 2.696 1.126 -3.201
C 1.925 2.105 -3.813
C 0.645 2.364 -3.349
C 0.119 1.622 -2.301
C 0.362 3.279 1.567
C 0.760 4.339 0.744
C -0.040 4.777 -0.456
C 1.928 5.042 1.033
C 2.735 4.706 2.105
C 3.977 5.488 2.435
C 2.357 3.624 2.888
C 1.187 2.912 2.648
C 0.877 1.765 3.558
C -3.460 4.452 0.295
C -3.530 3.709 -1.020
C -4.226 5.606 0.421
H -5.077 7.976 2.724
H -6.114 7.387 1.415
H -4.702 8.377 1.043
H -3.470 6.460 3.584
H -2.189 4.875 4.645
H -0.821 4.467 3.596
H -2.051 3.255 3.936
H 2.777 -0.366 -1.658
H 3.697 0.921 -3.562
H 2.328 2.667 -4.648
H 0.053 3.144 -3.812
H -0.879 1.815 -1.930
H -0.612 3.938 -0.849
H 0.621 5.159 -1.235
H -0.749 5.561 -0.177
H 2.204 5.878 0.396
H 4.117 6.311 1.734
H 4.861 4.849 2.406
H 3.904 5.906 3.441
H 2.990 3.323 3.716
H 1.536 1.758 4.423
H 1.039 0.830 3.029
H -0.158 1.778 3.901
H -3.374 2.642 -0.875
H -2.764 4.077 -1.708
H -4.504 3.856 -1.490
H -4.843 5.926 -0.415
F 2.956 -7.224 4.035
C 2.399 -7.420 2.833
C 1.419 -6.608 2.405
N 0.791 -6.797 1.201
C -0.184 -5.810 0.755
C 0.507 -4.437 0.585
O -0.081 -3.485 1.181
O 1.544 -4.416 -0.073
C 1.172 -7.806 0.343
O 0.644 -8.029 -0.729
N 2.200 -8.597 0.818
C 2.868 -8.532 2.043
O 3.713 -9.354 2.329
H 1.079 -5.773 3.006
H -0.993 -5.715 1.477
H -0.568 -6.139 -0.206
H 2.489 -9.339 0.200
*
```

Calculated values
Relative energy (zero: lowest compared OMol25 entry of this formula, charge and spin): 0.000 eV
Calculated total energy: -133765.6946 eV
HOMO-LUMO gap (spin up / spin down): 4.70 / 6.88 eV

Löwdin population analysis, charges in e, atoms 1 to 8: 0.984 0.151 -1.170 0.162 0.153 -0.025 0.171 -0.620

=====

# 5
Here is a single C5H9O6 molecule from OMol25. Energies are from ωB97M-V/def2-TZVPD.

Structure (ORCA input):
```
! RIJCOSX wB97M-V def2-TZVPD def2/J DEFGRID3
* xyz 0 2
C 0.864 -1.488 -1.197
C 0.762 -0.300 -0.278
C 1.976 -0.179 0.716
O 2.231 -0.968 1.615
C -0.544 -0.282 0.583
C -0.765 1.026 1.392
O -1.856 1.094 2.092
O -1.614 -0.504 -0.259
O -2.192 0.806 -0.522
O 0.739 0.920 -0.984
O -0.063 0.734 -2.209
H 0.939 -2.409 -0.615
H -0.005 -1.522 -1.851
H 1.772 -1.377 -1.789
H 2.561 0.730 0.469
H -0.536 -1.135 1.283
H -0.201 0.995 2.335
H -0.444 1.875 0.746
H -2.687 0.958 0.325
H -0.937 1.026 -1.852
*
```

Calculated values
Relative energy (zero: lowest compared OMol25 entry of this formula, charge and spin): 1.292 eV
Calculated total energy: -17606.7632 eV
HOMO-LUMO gap (spin up / spin down): 10.44 / 7.88 eV

Löwdin population analysis, charges in e, atoms 1 to 8: 0.008 -0.450 -0.132 0.075 -0.256 -0.297 0.066 -0.048

=====

# 6
Here is 16 unconnected molecules or ions with the total composition C36H52Cl2FN15O3 from OMol25. Energies are from ωB97M-V/def2-TZVPD.

Structure (ORCA input):
```
! RIJCOSX wB97M-V def2-TZVPD def2/J DEFGRID3
* xyz 0 1
C 3.710 2.896 4.267
C 2.938 1.590 3.943
Cl 1.469 1.240 4.843
C 3.411 0.803 2.969
Cl 2.536 -0.664 2.538
O 4.562 1.233 2.329
C 5.303 0.200 1.782
O 5.545 -0.817 2.350
O 5.817 0.413 0.538
C 5.033 1.368 -0.208
C 5.806 1.644 -1.535
F 5.045 2.611 -2.222
H 4.735 2.609 4.563
H 3.187 3.524 5.003
H 3.808 3.419 3.276
H 4.048 0.903 -0.417
H 4.940 2.357 0.283
H 6.741 2.158 -1.232
H 5.998 0.733 -2.121
C -0.684 -3.202 2.149
C -1.495 -1.979 2.054
N -2.146 -1.035 1.972
H -1.164 -4.004 1.592
H 0.308 -3.023 1.733
H -0.587 -3.506 3.197
C -0.982 0.027 -0.967
C -0.009 -1.077 -0.979
N 0.755 -1.936 -0.986
H -1.902 -0.282 -1.457
H -1.205 0.312 0.061
H -0.573 0.885 -1.494
C 3.831 -1.884 6.122
C 2.786 -2.316 7.066
N 1.971 -2.652 7.803
H 4.617 -2.635 6.072
H 3.403 -1.750 5.131
H 4.260 -0.939 6.453
C -0.674 1.672 -5.285
C -1.690 1.305 -4.285
N -2.489 1.020 -3.509
H 0.094 0.900 -5.332
H -1.140 1.773 -6.264
H -0.212 2.619 -5.012
C 1.446 2.527 -0.707
C 2.195 3.048 0.445
N 2.785 3.438 1.349
H 1.993 2.725 -1.628
H 1.311 1.453 -0.594
H 0.469 3.007 -0.761
C 2.586 -3.517 -3.375
C 2.382 -3.783 -4.809
N 2.221 -3.991 -5.928
H 1.657 -3.172 -2.925
H 2.908 -4.426 -2.871
H 3.349 -2.750 -3.245
C -5.540 3.340 -5.057
C -4.394 4.019 -5.687
N -3.493 4.543 -6.172
H -6.407 3.999 -5.062
H -5.781 2.432 -5.604
H -5.297 3.079 -4.030
C 7.968 -3.716 0.030
C 7.131 -2.503 0.028
N 6.483 -1.550 0.028
H 7.469 -4.508 -0.526
H 8.928 -3.504 -0.437
H 8.135 -4.049 1.053
C -5.597 -1.813 2.858
C -5.353 -3.249 3.083
N -5.156 -4.367 3.262
H -6.079 -1.379 3.733
H -4.650 -1.303 2.683
H -6.242 -1.676 1.992
C -9.118 2.278 -2.716
C -7.928 1.620 -3.290
N -7.001 1.108 -3.738
H -9.071 2.241 -1.629
H -9.154 3.318 -3.036
H -10.014 1.772 -3.050
C 6.882 2.361 -5.590
C 6.896 1.060 -4.903
N 6.907 0.044 -4.366
H 6.332 2.278 -6.526
H 6.401 3.106 -4.958
H 7.902 2.678 -5.803
C -6.512 -2.456 -2.953
C -7.529 -2.815 -1.950
N -8.321 -3.093 -1.166
H -5.745 -3.227 -2.997
H -6.977 -2.360 -3.933
H -6.049 -1.507 -2.686
C -12.151 5.168 -2.997
C -11.973 3.730 -2.729
N -11.835 2.609 -2.521
H -12.570 5.657 -2.119
H -11.189 5.622 -3.233
H -12.827 5.306 -3.839
C 6.957 1.445 7.424
C 6.178 2.692 7.339
N 5.570 3.665 7.274
H 6.439 0.649 6.890
H 7.939 1.591 6.978
H 7.078 1.154 8.466
C -2.529 -6.368 5.258
C -1.364 -5.647 4.721
N -0.454 -5.083 4.303
H -3.407 -5.723 5.229
H -2.720 -7.257 4.659
H -2.336 -6.665 6.288
*
```

Calculated values
Calculated total energy: -94424.9083 eV
HOMO-LUMO gap: 8.83 eV

Löwdin population analysis, charges in e, atoms 1 to 8: -0.095 -0.700 0.637 -0.714 0.709 0.003 -0.567 0.123

=====

# 7
Here is 2 unconnected molecules or ions with the total composition C5H18N4 from OMol25. Energies are from ωB97M-V/def2-TZVPD.

Structure (ORCA input):
```
! RIJCOSX wB97M-V def2-TZVPD def2/J DEFGRID3
* xyz 0 1
C 1.639 0.018 0.615
C 0.422 2.053 -0.011
C 0.214 0.089 -1.407
C 2.953 0.154 -0.160
N 0.457 0.595 -0.051
N 1.366 -1.396 0.850
H 1.738 0.588 1.551
H 0.621 -1.520 1.525
H 2.188 -1.885 1.182
H 1.193 2.525 -0.638
H 0.360 -0.989 -1.415
H -0.551 2.397 -0.369
H 0.550 2.404 1.015
H 0.876 0.549 -2.153
H -0.821 0.299 -1.684
H 2.930 -0.448 -1.069
H 3.792 -0.184 0.453
H 3.140 1.194 -0.431
C -2.691 -1.370 0.165
N -2.225 -0.104 0.965
N -3.441 -0.701 -0.837
H -1.231 0.136 0.785
H -3.001 -0.797 -1.748
H -2.938 0.363 0.147
H -2.450 -0.063 1.961
H -3.281 -1.958 0.884
H -1.807 -1.951 -0.124
*
```

Calculated values
Relative energy (zero: lowest compared OMol25 entry of this formula, charge and spin): 2.670 eV
Calculated total energy: -11434.7760 eV
HOMO-LUMO gap: 7.75 eV

Löwdin population analysis, charges in e, atoms 1 to 8: -0.467 -0.097 -0.094 -0.049 -0.280 0.054 0.131 0.070

=====

# 8
Here is a molecular structure, C21H20N3V from OMol25. Energies are from ωB97M-V/def2-TZVPD.

Structure (ORCA input):
```
! RIJCOSX wB97M-V def2-TZVPD def2/J DEFGRID3
* xyz 2 3
V -0.004 0.180 0.095
C 4.151 -0.386 -0.261
C 4.578 -0.254 1.053
C 3.640 -0.090 2.066
C 2.301 -0.066 1.733
N 1.886 -0.180 0.448
C 2.795 -0.338 -0.525
C 1.172 0.053 2.671
C 1.213 0.041 4.054
C 0.011 0.059 4.750
C -1.196 0.047 4.063
C -1.166 0.061 2.680
N 0.001 0.097 2.017
C -2.302 -0.052 1.750
C -3.640 -0.070 2.084
C -4.580 -0.232 1.073
C -4.158 -0.368 -0.241
C -2.802 -0.325 -0.508
N -1.891 -0.169 0.463
H 4.859 -0.523 -1.065
H 5.633 -0.276 1.291
H 3.943 0.021 3.097
H 2.430 -0.413 -1.543
H 2.152 -0.007 4.585
H 0.016 0.047 5.832
H -2.131 0.002 4.602
H -3.945 0.043 3.115
H -5.635 -0.249 1.312
H -4.868 -0.503 -1.044
H -2.438 -0.404 -1.526
C 1.450 5.203 -0.326
C 0.012 4.731 -0.045
C -0.467 5.270 1.314
C -0.929 5.200 -1.168
C 0.007 3.277 -0.004
C 0.003 2.053 0.009
H 1.465 6.292 -0.363
H 1.808 4.817 -1.281
H 2.133 4.871 0.457
H -0.461 6.360 1.290
H 0.188 4.938 2.121
H -1.481 4.934 1.533
H -0.922 6.289 -1.207
H -1.951 4.864 -0.989
H -0.605 4.814 -2.135
*
```

Calculated values
Calculated total energy: -52244.2845 eV
HOMO-LUMO gap (spin up / spin down): 7.29 / 7.84 eV

Löwdin population analysis, charges in e, atoms 1 to 8: 1.020 0.008 0.023 0.050 -0.163 -0.040 -0.055 -0.148